The following is a DFT calculation (ωB97M-V/def2-TZVPD) of a molecular structure, C30H41N6O6P3SW.

XYZ file:
```
88
Properties=species:S:1:pos:R:3:forces:R:3
W -0.26037 -0.40465 -0.01793 0.47 -0.40 0.15
C -3.00436 1.13828 0.78512 -0.02 0.02 0.04
C -2.37245 1.85145 -0.38908 -0.02 0.03 -0.03
N -1.69859 0.82844 -1.21265 0.10 -0.05 0.03
C -2.69411 0.03945 -2.00647 -0.07 0.02 0.01
C -2.45205 -1.46054 -1.95464 0.01 -0.01 -0.01
N -1.97584 -1.84476 -0.60197 0.16 0.38 0.10
C -3.08872 -1.91274 0.38358 0.00 0.03 0.04
C -2.72763 -1.16666 1.65387 -0.03 -0.09 0.01
N -2.05184 0.10732 1.30365 0.02 -0.06 -0.12
H -3.92484 0.63631 0.49058 0.00 0.00 0.00
H -3.26282 1.83441 1.58314 0.00 0.00 0.00
H -1.62344 2.56471 -0.05441 -0.01 -0.01 -0.01
H -3.11876 2.38961 -0.97738 0.00 0.01 0.00
H -1.10590 1.32190 -1.90177 0.00 -0.03 0.03
H -2.67243 0.39575 -3.03540 0.00 0.00 -0.02
H -3.68733 0.26734 -1.61840 -0.01 0.00 -0.02
H -1.69689 -1.75613 -2.67333 -0.01 0.01 0.00
H -3.37413 -1.99332 -2.19846 -0.01 0.01 -0.02
H -1.53103 -2.75685 -0.67120 0.05 0.02 0.04
H -3.33606 -2.94848 0.61367 -0.01 0.00 0.01
H -3.97316 -1.47489 -0.07883 0.00 -0.01 0.00
H -2.03228 -1.74561 2.25815 0.00 0.01 -0.02
H -3.62007 -0.97817 2.25649 -0.02 0.01 -0.01
H -1.68959 0.47592 2.17992 0.02 -0.01 0.01
N 3.54151 -2.55181 -2.87500 0.03 -0.01 0.02
C 2.77842 -1.34949 -2.34515 -0.03 -0.04 0.02
C 3.41392 -0.06629 -2.87335 0.00 -0.01 -0.01
P 1.05256 -1.47158 -2.96512 -0.11 0.12 0.00
O 0.67053 -2.99180 -2.52124 0.03 -0.07 0.04
O 1.00329 -1.34120 -4.42430 0.03 0.01 0.00
O 0.25979 -0.53315 -2.06793 0.16 -0.11 -0.03
P 2.86761 -1.52642 -0.49671 0.27 -0.02 -0.12
O 3.46705 -0.15443 0.03750 -0.06 -0.06 -0.02
O 3.71664 -2.70526 -0.24233 -0.04 0.05 0.00
O 1.40888 -1.53739 -0.01584 -0.55 0.28 0.00
H 4.00041 -2.34441 -3.76247 0.00 0.00 0.00
H 2.90739 -3.34375 -3.00581 -0.02 0.00 -0.02
H 4.20918 -2.84934 -2.14178 0.01 0.03 -0.01
H 3.34420 -0.03108 -3.96175 0.00 -0.01 0.01
H 4.45525 0.01974 -2.56040 0.00 0.00 0.00
H 2.87612 0.79379 -2.47621 0.00 0.01 0.00
H 0.35750 -3.48619 -3.29244 0.00 0.00 0.00
H 4.34236 -0.25501 0.43585 0.00 -0.03 0.01
C -2.05481 -0.04249 6.13470 -0.01 0.02 0.00
C -1.53908 -1.28377 5.78226 0.00 -0.01 0.01
C -0.71047 -1.40749 4.67917 0.02 -0.02 -0.02
C -0.38616 -0.28461 3.91593 0.06 0.09 0.03
C -0.89751 0.96296 4.28361 0.00 -0.02 -0.02
C -1.73181 1.08053 5.38805 -0.02 -0.02 0.01
P 0.62817 -0.45149 2.41276 -0.22 -0.19 -0.20
C 1.96303 -1.58561 2.84428 0.00 0.09 0.07
C 1.76893 -2.95366 2.66526 -0.04 -0.01 -0.03
C 2.76035 -3.85055 3.02556 0.03 0.00 0.00
C 3.95675 -3.38416 3.55175 -0.01 0.00 0.00
C 4.15941 -2.02197 3.72300 0.01 0.00 0.01
C 3.16360 -1.12091 3.37514 0.02 -0.05 -0.01
C 1.18396 1.19468 1.96399 0.17 0.07 0.32
C 1.95118 2.14438 2.63897 0.03 -0.04 -0.04
C 2.21450 3.34234 1.99984 -0.02 -0.03 0.00
C 1.71336 3.57844 0.71789 0.02 0.02 -0.06
C 0.93716 2.63339 0.06882 0.01 0.04 -0.02
C 0.65420 1.40522 0.68502 -0.38 0.02 -0.18
H -2.69524 0.05068 7.00140 0.00 0.00 0.00
H -1.77479 -2.15629 6.37679 0.00 0.00 0.00
H -0.29452 -2.37647 4.42766 -0.01 0.01 0.00
H -0.61867 1.85180 3.72720 -0.01 0.00 0.00
H -2.11238 2.05189 5.67469 0.00 0.00 0.00
H 0.85080 -3.31815 2.21631 0.01 0.02 0.01
H 2.60685 -4.91129 2.88113 0.00 0.00 0.00
H 4.73528 -4.08354 3.82511 0.00 0.00 0.00
H 5.09227 -1.66115 4.13563 0.00 0.01 0.00
H 3.32932 -0.06132 3.51306 0.01 0.03 0.01
H 2.31444 1.97169 3.64478 0.01 -0.02 -0.01
H 2.80397 4.10207 2.49602 -0.01 0.01 0.00
H 1.93343 4.51852 0.22767 0.00 0.00 0.01
H 0.56133 2.85859 -0.92322 -0.02 -0.01 0.00
S -0.05749 2.56895 -3.53033 -0.01 -0.02 -0.01
C -1.32046 2.95649 -4.55395 0.01 -0.01 0.01
N -1.04240 3.61762 -5.72655 0.01 0.01 0.01
C -1.97934 3.98633 -6.62144 -0.01 0.00 -0.01
C -3.28239 3.69411 -6.37061 0.01 0.01 -0.01
C -3.53795 3.00860 -5.17009 0.01 0.00 0.02
N -2.61985 2.65106 -4.30095 -0.03 0.00 0.01
H -0.06724 3.82780 -5.89343 0.00 0.00 0.00
H -1.62913 4.50338 -7.50353 0.00 0.00 0.00
H -4.06944 3.96873 -7.05366 0.00 0.00 0.00
H -4.55905 2.74165 -4.91741 0.00 0.00 0.00
```
Forces are in eV/Å.

The LUMO energy (alpha / beta) comes out at -5.360 / -5.360 eV. The orbital gap (alpha / beta) comes out at 6.90 / 6.90 eV. As for the spin multiplicity: 1. The value obtained for the electronic energy is -3436.913773 Eh. Its HOMO energy (alpha / beta) is -12.3 / -12.3 eV. Its energy above the lowest of the compared OMol25 structures with the same formula, charge and spin is 0.0 kcal/mol. Its total charge is +2.